137
Properties=species:S:1:pos:R:3:lowdin_charge:R:1 method="wB97M-V/def2-TZVPD" smiles=COC[C@H](C)N.COCCNCCOC.COCCNCCOC.COCCNCCOC.COCCNCCOC.COCCNCCOC energy_ha=-2502.8960 e_homo_ev=-8.49 homo_lumo_gap_ev=9.08 spin_multiplicity=1 molar_mass_da=755.09 lumo_ev=0.593 de_lowest_kcal_mol=11.1
C 20.94807 -24.33380 -26.79327 -0.116
O 19.70677 -23.77840 -27.11980 -0.211
C 18.80689 -24.71622 -27.70653 -0.209
C 17.52456 -23.99029 -28.03769 -0.188
N 17.70038 -22.83579 -28.94186 -0.055
C 18.24205 -23.13847 -30.28627 -0.204
C 17.53481 -24.28120 -30.98239 -0.223
O 17.94808 -25.58164 -30.59740 -0.217
C 19.19470 -25.96384 -31.14526 -0.108
H 20.88208 -24.99742 -25.91719 0.092
H 21.64094 -23.55279 -26.47498 0.077
H 21.35366 -24.87278 -27.65789 0.089
H 18.62577 -25.53483 -26.99289 0.132
H 19.30659 -25.16402 -28.57231 0.098
H 17.06791 -23.56056 -27.14733 0.114
H 16.84783 -24.70533 -28.50811 0.111
H 18.44645 -22.30632 -28.49768 0.089
H 19.33133 -23.24146 -30.20955 0.111
H 18.06216 -22.26461 -30.92088 0.115
H 17.65494 -24.17341 -32.07093 0.120
H 16.46386 -24.21756 -30.78304 0.128
H 19.13230 -25.94560 -32.23620 0.090
H 19.40027 -26.94009 -30.71547 0.092
H 19.98815 -25.28018 -30.81859 0.076
C 21.78463 -19.21820 -26.93127 -0.122
O 22.73162 -19.24816 -25.89509 -0.211
C 23.63632 -20.35169 -25.90684 -0.213
C 24.71397 -20.09508 -24.88906 -0.208
N 25.73962 -19.18632 -25.41911 -0.067
C 26.96058 -19.19482 -24.61846 -0.217
C 28.06766 -18.42467 -25.33414 -0.236
O 28.83014 -17.61072 -24.48054 -0.185
C 29.77046 -18.36177 -23.74778 -0.118
H 21.07193 -20.05701 -26.92778 0.086
H 22.21734 -19.26018 -27.94070 0.088
H 21.30468 -18.26073 -26.74460 0.069
H 24.10138 -20.45489 -26.89023 0.125
H 23.07414 -21.22031 -25.54076 0.099
H 25.15348 -21.04840 -24.59679 0.104
H 24.25177 -19.64688 -23.99409 0.127
H 25.32526 -18.26282 -25.46818 0.114
H 27.21935 -20.24976 -24.52400 0.106
H 26.79019 -18.73685 -23.63400 0.127
H 27.58432 -17.81537 -26.10696 0.119
H 28.69754 -19.06280 -25.97249 0.124
H 29.35906 -19.30170 -23.36004 0.082
H 30.11159 -17.77610 -22.89647 0.086
H 30.63157 -18.61762 -24.37874 0.089
C 31.36086 -26.52375 -25.68716 -0.104
O 31.20014 -25.14891 -25.41182 -0.189
C 30.68860 -24.90088 -24.12002 -0.245
C 29.30263 -25.41550 -23.85378 -0.212
N 28.35129 -24.81145 -24.83040 -0.038
C 27.45808 -25.78761 -25.45829 -0.214
C 26.27623 -26.19255 -24.61455 -0.200
O 26.53519 -27.53153 -24.16023 -0.206
C 25.40507 -28.11275 -23.55248 -0.126
H 31.64516 -26.65056 -26.72728 0.089
H 30.46100 -27.11457 -25.49214 0.075
H 32.14720 -26.93031 -25.03485 0.093
H 30.70801 -23.80640 -24.02188 0.127
H 31.42376 -25.15284 -23.33749 0.126
H 28.98186 -25.09691 -22.85593 0.111
H 29.27165 -26.50949 -23.78347 0.112
H 28.97590 -24.53062 -25.58439 0.096
H 27.94440 -26.65489 -25.91922 0.119
H 27.04826 -25.23539 -26.31631 0.119
H 25.33061 -26.11091 -25.15121 0.119
H 26.30366 -25.56876 -23.71360 0.117
H 25.68806 -29.10664 -23.21286 0.084
H 24.55634 -28.16457 -24.24425 0.085
H 25.07267 -27.54879 -22.66770 0.085
C 15.20314 -15.99328 -25.08320 -0.135
O 16.36829 -16.66061 -24.70812 -0.185
C 17.32467 -16.66036 -25.75223 -0.233
C 18.48751 -17.53692 -25.38457 -0.231
N 19.09969 -17.10093 -24.16056 -0.065
C 20.12520 -17.99856 -23.67112 -0.190
C 20.83678 -17.39376 -22.46527 -0.221
O 20.86781 -18.30413 -21.41232 -0.194
C 21.43778 -17.88294 -20.20496 -0.106
H 14.62664 -16.53477 -25.84664 0.089
H 15.41953 -15.00342 -25.51670 0.089
H 14.56410 -15.81823 -24.21976 0.086
H 17.70131 -15.64335 -25.92292 0.128
H 16.84074 -17.02727 -26.66701 0.125
H 19.19243 -17.49193 -26.22409 0.110
H 18.22027 -18.61220 -25.36492 0.124
H 18.46687 -16.89016 -23.40091 0.115
H 20.85688 -18.16101 -24.46303 0.098
H 19.66328 -18.96197 -23.40338 0.112
H 20.33538 -16.43906 -22.21767 0.122
H 21.85143 -17.05067 -22.72460 0.127
H 22.51278 -17.65291 -20.19803 0.093
H 21.33402 -18.66517 -19.45764 0.058
H 20.88813 -16.97722 -19.91016 0.097
C 26.51676 -22.58538 -22.41685 -0.142
O 25.33985 -23.00860 -23.01901 -0.217
C 24.22777 -23.01981 -22.13688 -0.206
C 23.01131 -23.53861 -22.87889 -0.208
N 22.18975 -22.50475 -23.48916 -0.031
C 21.46281 -21.67939 -22.48134 -0.168
C 20.16683 -22.37370 -22.02101 -0.209
O 19.50222 -23.05384 -23.06973 -0.191
C 18.87714 -22.17046 -23.96396 -0.113
H 27.36631 -22.74802 -23.07888 0.074
H 26.71995 -23.10394 -21.46796 0.087
H 26.46367 -21.50583 -22.19687 0.085
H 24.01065 -21.98600 -21.83918 0.114
H 24.50088 -23.67645 -21.30541 0.123
H 22.48378 -24.24713 -22.21067 0.119
H 23.34784 -24.22761 -23.66290 0.117
H 21.39944 -22.97767 -23.92804 0.077
H 21.16208 -20.76846 -22.99850 0.092
H 22.08107 -21.51907 -21.60316 0.105
H 19.44537 -21.67377 -21.58148 0.116
H 20.43942 -23.08536 -21.23699 0.118
H 18.31849 -22.76066 -24.68525 0.083
H 19.60674 -21.61857 -24.59297 0.084
H 18.32402 -21.33676 -23.51552 0.090
C 18.39991 -20.72420 -16.54093 -0.086
C 19.64055 -20.28174 -17.30864 -0.411
C 20.81764 -21.17622 -16.88027 -0.222
O 21.84037 -21.17892 -17.84845 -0.203
C 23.08141 -21.57700 -17.31607 -0.109
N 19.35578 -20.43785 -18.76571 0.061
H 18.38153 -20.37595 -15.50370 0.076
H 18.19729 -21.78428 -16.66922 0.076
H 17.54937 -20.17463 -16.95731 0.075
H 19.83459 -19.24396 -17.03350 0.135
H 20.46481 -22.20451 -16.72369 0.128
H 21.13349 -20.77357 -15.90789 0.127
H 23.10280 -22.64879 -17.09287 0.090
H 23.31107 -21.00179 -16.41217 0.087
H 23.87192 -21.35101 -18.03136 0.085
H 19.94285 -21.21380 -19.06596 0.056
H 19.79610 -19.65196 -19.23327 0.029